# C25H37AsBrN2Si3Ti

C25H37AsBrN2Si3Ti as an isolated structure (wB97M-V/def2-TZVPD, the OMol25 dataset).

ORCA input file:
```
! RIJCOSX wB97M-V def2-TZVPD def2/J DEFGRID3
* xyz 3 1
Ti 0.657 -0.020 -1.223
Br -0.869 -2.178 -1.470
C -0.344 -2.975 0.204
C -0.783 -4.209 0.565
C -0.320 -4.729 1.795
C 0.546 -4.014 2.575
C 0.997 -2.732 2.175
C 1.913 -1.967 2.941
C 2.343 -0.737 2.520
C 1.869 -0.203 1.305
C 0.972 -0.908 0.520
C 0.534 -2.187 0.957
H -1.452 -4.786 -0.059
H -0.653 -5.710 2.103
H 0.907 -4.429 3.507
H 2.280 -2.378 3.874
H 3.047 -0.172 3.116
H 2.219 0.784 1.018
N 7.437 2.735 -2.785
C 6.380 2.344 -2.569
C 5.061 1.854 -2.297
C 4.628 0.646 -2.839
C 3.354 0.215 -2.543
N 2.510 0.913 -1.757
C 2.937 2.079 -1.237
C 4.194 2.582 -1.481
H 5.272 0.056 -3.476
H 2.999 -0.729 -2.943
H 2.234 2.619 -0.617
H 4.501 3.524 -1.048
C -5.714 1.688 1.631
Si -6.479 2.046 0.014
C -6.846 3.756 -0.492
C -6.832 0.655 -1.109
As -1.032 1.550 -0.736
Si -0.833 1.717 -3.142
C -2.585 1.761 -3.760
C 0.184 3.158 -3.726
C -0.023 0.100 -3.804
Si -0.606 3.618 0.497
C -2.317 4.344 0.585
C 0.000 2.980 2.141
C 0.582 4.761 -0.378
H -6.204 0.832 2.101
H -5.743 2.543 2.306
H -4.669 1.396 1.471
H -7.741 3.797 -1.116
H -6.015 4.121 -1.110
H -6.951 4.430 0.358
H -7.485 -0.060 -0.597
H -5.909 0.112 -1.336
H -7.306 0.970 -2.037
H -3.101 2.629 -3.348
H -3.134 0.860 -3.485
H -2.601 1.852 -4.849
H -0.369 4.094 -3.638
H 0.427 3.023 -4.784
H 1.126 3.266 -3.187
H -0.775 -0.628 -4.111
H 0.750 -0.520 -3.305
H 0.527 0.411 -4.697
H -3.002 3.676 1.112
H -2.717 4.564 -0.407
H -2.277 5.285 1.140
H -0.577 3.443 2.945
H 1.046 3.244 2.304
H -0.100 1.899 2.250
H 0.096 5.728 -0.523
H 0.906 4.421 -1.359
H 1.465 4.936 0.240
*
```

The HOMO-LUMO gap is 6.603 eV. The energy relative to the best compared isomer or geometry (same formula, charge and spin) comes out at 0.208 eV.